Entry 1:
Molecular formula: H14NO5
Method: DFT, wB97M-V/def2-TZVPD

Summary:
lowest unoccupied orbital energy = -2.89 eV
spin multiplicity = 1
charge = +1
E_tot = -439.133663 hartree
energy relative to the best compared isomer or geometry (same formula, charge and spin) = 22.8 kcal per mole

Each line ends with the Mulliken charge.
Positions of all 20 atoms, in Å:
N: 0.5304 0.5913 -0.6293  -0.3542
H: 1.0405 0.1303 0.1477  0.3395
H: 1.1768 0.7340 -1.4058  0.3831
H: 0.4197 1.5078 -0.1767  0.3786
H: -0.2766 0.0095 -0.8647  0.3105
H: -4.4985 -1.8022 -1.4297  0.3330
H: -5.1258 -0.5465 -1.9854  0.3290
O: -4.5030 -0.8285 -1.3320  -0.6772
H: 1.0507 -2.2767 0.4310  0.3438
H: 1.5925 -1.5062 1.6957  0.3756
O: 0.8911 -1.5286 1.0212  -0.7145
H: 3.2555 -1.0218 3.7044  0.3176
H: 3.9207 -1.0772 2.3243  0.3211
O: 3.0585 -1.0059 2.7506  -0.6645
H: -2.0197 -1.2816 -2.8783  0.3038
H: -2.3492 -0.5050 -1.5301  0.3753
O: -1.6832 -0.7161 -2.2030  -0.6920
H: 1.8511 3.7050 0.4061  0.3360
H: 0.5655 4.1026 1.0727  0.3360
O: 1.1033 3.3158 0.8812  -0.6804

=====

Entry 2:
Molecular formula: C2H6N4S
Method: DFT, wB97M-V/def2-TZVPD

Summary:
lowest unoccupied orbital energy = 0.12 eV
spin multiplicity = 1
charge = 0
E_tot = -696.836241 hartree
energy relative to the best compared isomer or geometry (same formula, charge and spin) = 119.1 kcal per mole

Each line ends with the Mulliken charge.
Positions of all 13 atoms, in Å:
C: 0.2063 0.7273 1.9103  -0.7911
C: -0.8357 0.2728 -1.9437  -0.7077
N: 1.0378 -1.9516 -0.0093  -0.1446
N: 0.3775 -1.4593 0.9403  -0.3176
N: 1.2192 -1.2714 -1.0451  -0.2221
N: -0.0024 -0.1384 0.7543  0.1629
S: 0.6703 0.4022 -0.8228  0.2020
H: 0.2018 1.6988 1.5979  0.3497
H: -0.4553 0.3377 2.6974  0.2718
H: 1.1977 0.5335 2.2530  0.3210
H: -1.6067 0.4708 -1.1766  0.2938
H: -1.0681 -0.7560 -2.4177  0.3012
H: -0.9424 1.1337 -2.7381  0.2808

=====

Entry 3:
Molecular formula: C31H60F3O29
Method: DFT, wB97M-V/def2-TZVPD

Summary:
lowest unoccupied orbital energy = 2.07 eV
spin multiplicity = 1
charge = -1
E_tot = -3698.701669 hartree
energy relative to the best compared isomer or geometry (same formula, charge and spin) = 85.2 kcal per mole

Each line ends with the Mulliken charge.
Positions of all 123 atoms, in Å:
C: -0.9775 -0.1835 0.6808  0.2006
O: 0.3392 -0.4824 0.1355  -0.1857
O: -0.9451 0.7991 1.5501  -0.9067
C: -2.1023 -0.0462 -0.3430  0.5156
F: -3.3316 0.1384 0.2058  -0.0537
F: -1.9439 1.0484 -1.1731  -0.3069
F: -2.2552 -1.1221 -1.1855  -0.3754
C: 0.7294 0.3566 -0.9108  -0.3567
C: 2.2240 0.1308 -1.1646  -0.4644
H: 2.4740 0.7424 -2.0377  0.1487
H: 2.7468 0.5062 -0.2843  0.0607
H: 2.4819 -0.9072 -1.3783  0.1331
H: 0.5928 1.4284 -0.7250  0.2500
H: 0.1981 0.2368 -1.8685  0.0810
H: -1.2659 -1.1362 1.1893  0.0343
C: 9.0336 -1.7694 -4.5255  -0.6694
O: 7.9336 -0.9459 -4.2023  -0.3305
C: 6.7063 -1.4151 -4.3290  0.9137
O: 6.3802 -2.4706 -4.8025  -0.5909
O: 5.8770 -0.5054 -3.8170  -0.2634
C: 4.4868 -0.6538 -4.1204  -0.0366
H: 9.9474 -1.2196 -4.3175  0.2324
H: 8.9869 -1.9915 -5.5947  0.3039
H: 9.0505 -2.7003 -3.9572  0.2863
H: 4.2397 -0.3157 -5.1251  0.3627
H: 3.8829 -0.1305 -3.3865  -0.2324
H: 4.2943 -1.7216 -4.0220  0.1834
C: 3.9455 -4.0867 -2.2608  -0.3325
O: 4.3437 -4.1504 -0.8898  -0.1340
C: 5.6150 -4.2774 -0.5561  0.5804
O: 6.5591 -4.4487 -1.2763  -0.5843
O: 5.6577 -4.1725 0.7793  -0.0502
C: 6.8465 -4.6130 1.4053  -0.8298
H: 4.6609 -3.4872 -2.8259  -0.0731
H: 3.0007 -3.5500 -2.2548  0.1933
H: 3.9269 -5.1085 -2.6345  0.3669
H: 6.8830 -5.7034 1.3609  0.3253
H: 6.8174 -4.2998 2.4465  0.2375
H: 7.7558 -4.1919 0.9744  0.3192
C: -3.2748 -0.3068 3.7705  -0.5717
O: -4.3695 0.1834 4.5548  -0.3933
C: -4.4095 1.5010 4.7554  0.8073
O: -3.5675 2.2689 4.4057  -0.5355
O: -5.5695 1.9022 5.3042  -0.2743
C: -6.3395 1.0670 6.1568  -0.7105
H: -3.5533 -1.3150 3.4673  0.2931
H: -2.3671 -0.3913 4.3671  0.3366
H: -3.1184 0.3278 2.9012  0.2023
H: -7.2911 0.8636 5.6672  0.2298
H: -6.5158 1.6783 7.0446  0.2708
H: -5.8670 0.1529 6.5109  0.3383
C: 2.8577 -4.5739 4.8479  -0.6251
O: 2.1550 -4.8170 3.6407  -0.3758
C: 1.9614 -3.8119 2.7712  0.8632
O: 2.1663 -2.6513 2.9964  -0.5551
O: 1.4893 -4.3242 1.6575  -0.4146
C: 1.4472 -3.4874 0.4887  0.2424
H: 2.6415 -3.5834 5.2456  0.3168
H: 3.9203 -4.7132 4.6420  0.2198
H: 2.5146 -5.3398 5.5405  0.2245
H: 1.1377 -4.0710 -0.3745  0.3107
H: 2.4712 -3.1575 0.3157  -0.2333
H: 0.7617 -2.6781 0.7254  0.0418
C: -8.6374 -3.6121 1.1107  -0.6067
O: -7.7672 -3.6477 -0.0042  -0.3609
C: -6.5850 -3.0681 0.1746  0.7933
O: -6.2068 -2.5184 1.1771  -0.5302
O: -5.8717 -3.2178 -0.9283  -0.3677
C: -4.5379 -2.7198 -0.9674  -0.3527
H: -9.4907 -4.2752 0.9702  0.2254
H: -9.0327 -2.6039 1.2389  0.2646
H: -8.1288 -3.9963 1.9956  0.2812
H: -4.1154 -2.9199 -1.9490  0.2606
H: -3.9005 -3.1947 -0.2238  0.3137
H: -4.5815 -1.6406 -0.8612  0.0553
C: -2.1170 2.8172 -2.5554  -1.0606
O: -3.5156 2.9004 -2.2278  -0.2653
C: -4.1689 3.9556 -2.6458  0.6641
O: -3.8431 4.7012 -3.5461  -0.6439
O: -5.3065 4.1220 -1.9347  -0.2942
C: -6.0600 5.2961 -2.1872  -0.8055
H: -1.6383 1.9066 -2.1487  0.5802
H: -1.7027 3.6944 -2.0451  0.2780
H: -1.8435 3.0562 -3.5841  0.5542
H: -6.8463 5.3487 -1.4364  0.2995
H: -6.4473 5.3188 -3.2026  0.2526
H: -5.4326 6.1619 -1.9615  0.3384
C: -4.5946 3.1666 0.0501  -0.9294
O: -5.5564 2.5471 0.8792  -0.2255
C: -5.9000 3.1695 2.0188  0.7667
O: -5.4825 4.2123 2.4240  -0.5880
O: -6.8260 2.4734 2.6816  -0.3587
C: -7.1135 1.1397 2.2850  -0.4146
H: -3.5417 2.9681 0.2542  0.3522
H: -4.6449 4.2563 -0.0018  0.3657
H: -4.8505 2.8589 -0.9709  0.5324
H: -6.2438 0.6189 1.8878  0.1201
H: -7.8809 1.0939 1.5087  0.3626
H: -7.4655 0.5846 3.1519  0.1741
C: 2.7654 3.7854 -0.2916  -0.4398
O: 2.4707 4.7706 -1.2908  -0.4033
C: 1.5424 4.5142 -2.2054  0.7842
O: 0.8238 3.5586 -2.2687  -0.4872
O: 1.4235 5.6373 -2.9356  -0.3994
C: 0.3057 5.7079 -3.8244  -0.5752
H: 3.0485 4.2631 0.6433  0.2338
H: 3.6199 3.2691 -0.7282  0.2548
H: 1.9035 3.1627 -0.0518  0.2560
H: 0.1487 4.7289 -4.2686  0.2805
H: 0.5989 6.4939 -4.5202  0.2457
H: -0.5853 6.1088 -3.3379  0.2615
C: 4.8980 2.6072 2.1905  -0.7590
O: 5.4526 2.0237 1.0026  -0.3536
C: 5.3966 0.6782 0.9452  0.8537
O: 4.8078 0.0005 1.7328  -0.5352
O: 6.0450 0.3396 -0.1743  -0.3771
C: 5.9363 -1.0180 -0.5414  -0.3644
H: 3.8176 2.5091 2.2550  0.3064
H: 5.2413 3.6320 2.0625  0.2446
H: 5.3655 2.2133 3.0918  0.3400
H: 6.4422 -1.7567 0.0850  0.3963
H: 6.4396 -1.1743 -1.4941  0.2270
H: 4.8925 -1.3127 -0.6644  0.0184